The following is a quantum chemistry calculation of 9 unconnected molecules or ions with the total composition C51H47Cl2N11O17P, from the Open Molecules 2025 dataset.

## Properties
HOMO level in eV: -10.82
Total charge: +1
2S+1: 1
LUMO energy in eV: -3.9
Kohn-Sham gap in eV: 7.0
Total energy in eV: -139154.952

Geometry as XYZ:
```
129
Properties=species:S:1:pos:R:3:forces:R:3
N -1.62361 -1.97018 -4.23348 0.1 -0.4 0.2
C -2.53698 -2.84118 -4.56548 0.0 0.3 0.4
N -2.17419 -4.08371 -5.14690 -0.2 0.4 -0.1
Cl -1.85745 -5.10708 -3.75771 0.1 -0.1 -0.3
C -3.43696 -4.46230 -5.82890 0.0 0.0 0.1
C -4.52057 -3.91946 -4.91119 0.1 0.2 0.1
N -3.85206 -2.67284 -4.41714 0.1 0.1 -0.8
P -4.68199 -1.08309 -4.83163 0.2 -0.3 0.2
O -3.41030 -0.11022 -5.01671 0.0 -0.1 0.0
Cl -5.09256 -0.53114 -2.94018 -0.3 0.1 0.2
H -1.77260 -1.26756 -3.52339 -0.1 0.3 -0.3
H -0.72944 -1.95175 -4.70345 0.1 -0.2 0.2
H -3.44198 -3.86102 -6.74123 0.1 -0.2 -0.1
H -3.45708 -5.51673 -6.07864 0.0 0.0 0.1
H -5.43134 -3.65565 -5.44437 -0.1 -0.1 0.1
H -4.74975 -4.56145 -4.06341 0.0 0.0 0.0
H -2.92862 -0.17834 -5.85476 -0.1 0.1 -0.1
C -1.35338 0.69930 -0.29499 0.1 -0.1 0.0
C -0.25760 1.44824 0.10306 0.0 0.1 0.1
C 0.35768 2.31730 -0.78595 -0.1 -0.1 -0.1
C -0.15362 2.40914 -2.06873 0.0 0.1 0.0
C -1.24862 1.67746 -2.49200 0.0 0.0 0.1
C -1.84721 0.81462 -1.58790 0.1 0.0 -0.1
N 0.49338 3.32590 -3.03210 0.0 -0.1 0.1
O 1.46748 3.93939 -2.65388 0.0 0.0 0.0
O 0.01245 3.39598 -4.14598 0.0 0.0 0.0
H -1.82445 0.03102 0.41486 0.0 0.0 0.0
H 0.10598 1.35677 1.11574 0.0 0.0 0.0
H 1.21341 2.91201 -0.50275 0.0 0.0 0.0
H -1.61035 1.78652 -3.50386 0.0 0.0 0.0
H -2.70548 0.23292 -1.89430 -0.1 0.0 0.0
C -1.71695 -6.34096 -0.47696 0.0 0.1 0.0
C -2.23141 -5.29986 0.28298 0.0 0.0 0.0
C -2.36250 -5.44114 1.65480 0.0 0.0 0.0
C -1.96391 -6.63458 2.22667 0.0 0.0 0.1
C -1.45737 -7.69019 1.49112 0.0 0.0 0.0
C -1.33642 -7.53563 0.11802 0.0 0.0 0.0
N -2.06466 -6.77384 3.69419 0.0 0.1 -0.1
O -2.52586 -5.83549 4.31309 -0.1 -0.1 -0.1
O -1.66035 -7.80239 4.19492 0.0 0.0 0.0
H -1.60238 -6.20237 -1.54457 0.0 -0.2 0.1
H -2.52438 -4.37059 -0.18788 0.0 0.0 0.0
H -2.75223 -4.64889 2.27599 0.0 0.0 0.0
H -1.16201 -8.60184 1.98862 0.0 0.0 0.0
H -0.93596 -8.34339 -0.47895 0.0 0.0 0.0
C 4.54615 -0.96403 4.49439 0.0 0.0 0.0
C 3.67771 -0.23110 5.29227 0.0 0.0 0.0
C 2.36815 -0.02495 4.88894 0.0 0.0 0.0
C 1.96264 -0.56859 3.68294 -0.1 0.0 0.0
C 2.80744 -1.30050 2.86744 0.0 0.0 0.0
C 4.11386 -1.49470 3.28555 0.0 0.0 0.0
N 0.56952 -0.36407 3.25529 -0.1 0.0 0.1
O -0.15370 0.30331 3.96635 0.0 0.0 0.0
O 0.20813 -0.86735 2.20461 0.1 -0.1 0.0
H 5.56599 -1.12432 4.81773 0.0 0.0 0.0
H 4.01768 0.17972 6.23278 0.0 0.0 0.0
H 1.67189 0.53995 5.49012 0.0 0.0 0.0
H 2.44281 -1.70352 1.93476 0.0 0.0 0.0
H 4.79483 -2.06410 2.66772 0.0 0.0 0.0
C 5.13534 0.71153 -5.19406 -0.1 0.0 0.0
C 4.45812 0.44677 -6.37856 0.0 0.0 0.0
C 3.10499 0.15686 -6.35668 0.0 0.0 0.0
C 2.46074 0.14255 -5.12900 -0.1 0.1 0.0
C 3.11032 0.40322 -3.93173 0.0 0.0 0.0
C 4.46394 0.68776 -3.97725 0.0 0.0 0.0
N 1.03284 -0.14576 -5.09617 -0.1 0.0 -0.1
O 0.45435 -0.40260 -6.14232 0.0 -0.1 0.1
O 0.45280 -0.14060 -4.01978 0.2 0.0 0.1
H 6.18877 0.94672 -5.24560 -0.1 0.0 0.1
H 4.99136 0.47974 -7.31943 0.0 0.0 0.0
H 2.55611 -0.04720 -7.26347 0.0 0.0 0.0
H 2.56514 0.38531 -3.00004 0.0 0.0 0.0
H 4.99601 0.89755 -3.05943 0.0 0.0 0.0
C -3.76095 2.61581 1.14195 0.0 0.0 0.1
C -3.48195 2.14629 2.41954 0.0 0.0 0.0
C -4.26516 2.54335 3.49242 0.0 0.0 0.0
C -5.31884 3.40498 3.24888 0.0 0.0 0.0
C -5.61533 3.89147 1.98849 0.0 0.0 0.0
C -4.81979 3.48878 0.92745 0.0 0.0 0.0
N -6.16175 3.83069 4.38535 0.1 0.1 0.0
O -5.86124 3.43697 5.49213 0.0 0.0 0.0
O -7.10424 4.55743 4.13942 -0.1 0.0 0.0
H -3.14261 2.30262 0.31217 0.0 0.1 0.0
H -2.64985 1.47350 2.58876 0.0 0.0 0.0
H -4.06933 2.19984 4.49711 0.0 0.0 0.0
H -6.44187 4.57236 1.85216 0.0 0.0 0.0
H -5.02786 3.86186 -0.06648 0.0 0.0 0.0
C 12.32598 0.47426 -7.99952 0.0 0.0 0.0
C 11.42560 0.19170 -9.01848 0.0 0.0 0.0
C 10.07319 0.43373 -8.83926 0.0 0.0 0.0
C 9.65851 0.95967 -7.62849 0.0 0.0 0.0
C 10.53342 1.24863 -6.59637 0.0 0.0 0.0
C 11.88202 0.99860 -6.79251 0.0 0.0 0.0
N 8.22540 1.23133 -7.43502 -0.1 0.0 0.0
O 7.46286 0.95614 -8.34008 0.0 0.0 0.0
O 7.87240 1.71599 -6.37425 0.2 0.0 -0.1
H 13.38108 0.28656 -8.14783 0.0 0.0 0.0
H 11.77569 -0.21581 -9.95688 0.0 0.0 0.0
H 9.35217 0.22450 -9.61479 0.0 0.0 0.0
H 10.16224 1.65960 -5.66990 0.0 0.0 0.0
H 12.58663 1.21700 -6.00190 0.0 0.0 0.0
C -6.84298 8.48367 6.64897 0.0 0.0 -0.1
C -5.95658 9.52063 6.38352 0.0 0.0 0.0
C -5.48214 9.72224 5.09666 0.0 0.0 0.0
C -5.91864 8.87061 4.09757 0.0 0.0 -0.1
C -6.80182 7.83455 4.33423 0.0 -0.1 0.0
C -7.26170 7.64258 5.62686 0.0 0.0 0.0
N -5.42423 9.07482 2.72128 0.0 0.0 0.0
O -4.63414 9.97666 2.53247 0.0 0.0 0.0
O -5.83257 8.32278 1.85695 0.0 0.0 0.0
H -7.20665 8.33039 7.65640 0.0 0.0 0.0
H -5.63010 10.17496 7.18048 0.0 0.0 0.0
H -4.78967 10.51714 4.86410 0.0 0.0 0.0
H -7.11967 7.19027 3.52921 0.0 0.0 0.0
H -7.94664 6.83053 5.82854 0.0 0.0 0.0
C -0.27419 -5.37173 6.47406 0.1 0.0 0.1
C 1.09633 -5.47705 6.27224 0.0 0.0 0.0
C 1.97411 -4.68196 6.99212 0.0 0.0 0.0
C 1.44729 -3.79124 7.90940 0.0 0.0 0.0
C 0.08813 -3.66600 8.13331 0.0 0.0 0.0
C -0.77470 -4.46753 7.40208 0.0 0.0 0.0
N 2.37540 -2.94029 8.68190 -0.1 0.0 0.0
O 3.56318 -3.04687 8.44879 0.0 0.0 0.0
O 1.89612 -2.17969 9.49755 0.0 0.0 0.0
H -0.95492 -5.99342 5.91102 0.0 0.0 0.1
H 1.48578 -6.18297 5.55032 0.0 0.0 0.0
H 3.04310 -4.74209 6.85401 0.0 0.0 0.0
H -0.27384 -2.95508 8.86077 0.0 0.0 0.0
H -1.84231 -4.38536 7.55560 0.0 0.0 0.0
```
Positions in Å, forces in eV/Å.